C3H9N3O | the ωB97M-V functional and the def2-TZVPD basis

total charge	+2
frontier orbital gap (alpha / beta)	7.69 / 10.37	eV

Positions of all 16 atoms, in Å:
C 2.88 -1.61 0.92
C 0.53 -1.67 -0.08
C -0.51 -0.96 0.70
N 1.86 -1.62 0.45
N -0.24 1.32 -0.33
N -1.51 2.10 -0.11
O -0.32 0.97 -1.63
H 3.88 -1.37 1.22
H 0.17 -2.67 -0.06
H 0.46 -1.25 -1.11
H -1.54 -1.22 0.51
H -0.24 -0.56 1.74
H -1.62 2.38 0.99
H -2.28 1.51 -0.39
H -1.54 2.94 -0.68
H 0.02 1.73 -2.12


C16H16BeF3N7O7Se | the ωB97M-V functional and the def2-TZVPD basis

total charge	0
frontier orbital gap	4.77	eV

Positions of all 51 atoms, in Å:
Be 10.69 11.09 9.53
O 10.49 5.91 4.88
N 10.09 5.68 6.05
O 9.93 4.53 6.51
C 9.82 6.71 6.95
C 10.07 8.01 6.49
C 10.05 9.03 7.45
C 9.78 8.87 8.82
O 9.96 9.75 9.72
C 9.33 7.53 9.06
C 9.50 6.42 8.27
N 8.77 7.16 10.40
O 9.36 6.22 10.94
O 7.77 7.76 10.81
N 10.46 10.28 7.01
O 10.56 10.44 5.78
O 10.87 11.21 7.85
H 10.35 8.33 5.48
H 9.22 5.50 8.79
F 10.15 13.49 10.71
C 9.51 12.55 9.93
F 8.88 13.19 8.93
F 8.53 11.97 10.72
C 15.45 12.74 10.38
N 14.25 11.89 10.43
C 14.24 10.51 10.40
C 12.96 10.06 10.46
N 12.15 11.21 10.21
C 12.94 12.25 10.37
H 15.61 13.16 9.33
H 16.34 12.15 10.71
H 15.31 13.60 11.04
H 15.14 9.95 10.43
H 12.58 9.08 10.73
H 12.63 13.28 10.44
C 7.52 8.64 13.93
N 7.20 10.05 13.95
C 5.93 10.61 13.98
C 6.05 11.94 14.06
N 7.41 12.26 13.93
C 8.03 13.57 14.23
C 8.13 11.07 13.89
Se 9.94 10.93 13.65
H 7.70 8.26 12.90
H 6.71 8.08 14.40
H 8.43 8.52 14.51
H 5.05 10.00 13.92
H 5.37 12.75 14.24
H 7.36 14.20 14.80
H 8.29 14.07 13.29
H 8.96 13.38 14.82


C9H25N6O11Sr | the ωB97M-V functional and the def2-TZVPD basis

total charge	-1
frontier orbital gap	2.70	eV

Positions of all 52 atoms, in Å:
Sr 0.07 0.21 0.31
C 4.31 1.11 -4.90
C 2.80 1.25 -4.95
O 2.28 1.19 -6.07
O 2.08 1.52 -3.98
H 4.62 0.88 -3.88
H 4.75 2.06 -5.19
H 4.51 0.26 -5.55
C -3.61 -4.74 -3.04
C -2.63 -3.76 -2.41
O -2.65 -2.55 -2.81
O -1.62 -4.12 -1.75
H -3.67 -5.77 -2.69
H -3.56 -4.76 -4.13
H -4.63 -4.36 -2.99
C -5.47 4.79 -0.12
C -4.68 4.14 -1.19
O -3.69 3.45 -0.89
O -4.87 4.59 -2.38
H -6.53 4.83 -0.35
H -5.31 5.86 0.00
H -5.38 4.18 0.78
C -5.14 -2.02 2.58
O -3.99 -1.66 2.34
N -5.60 -2.67 3.66
N -6.05 -2.10 1.67
H -4.93 -2.64 4.42
H -6.50 -3.11 3.78
H -7.01 -2.33 1.90
H -5.90 -1.54 0.85
C 4.54 3.75 1.80
O 3.49 3.42 1.27
N 4.61 4.70 2.64
N 5.60 3.16 1.46
H 5.48 5.09 2.95
H 3.72 5.16 2.68
H 5.36 2.34 0.93
H 6.51 3.27 1.89
C 5.02 -3.25 -0.24
O 4.42 -2.27 0.06
N 6.27 -3.37 -0.06
N 4.45 -4.30 -0.62
H 6.70 -4.28 -0.14
H 6.73 -2.57 0.34
H 4.90 -5.20 -0.51
H 3.45 -4.32 -0.72
O -1.87 3.10 3.41
H -2.81 3.28 3.50
H -1.48 3.95 3.22
O 1.15 -1.21 4.04
H 0.75 -2.04 4.31
H 1.03 -0.63 4.78


Number 1: E -9750.1381 eV. Number 2: E -115508.2258 eV. Number 3: E -42033.9386 eV.